Version P
Molecular formula: C7H17N
Method: DFT, ωB97M-V/def2-TZVPD

```
25
C7H17N, DFT ωB97M-V/def2-TZVPD
N -1.80055 1.43815 2.70361
C 0.79307 0.66672 -0.33103
C 1.75582 -0.12757 -2.54391
C 0.95019 -0.50699 -1.31096
C -1.87156 -0.00343 2.89629
C -2.52952 -0.62372 1.66242
C 1.88358 -1.28540 -3.53158
C -0.69715 2.00514 2.92397
H 2.36508 -2.13840 -3.05682
H 1.27097 0.72538 -3.02944
H 0.15810 1.48381 3.37068
H 2.75836 0.20957 -2.26666
H 0.13132 1.41142 -0.77660
H 0.34368 0.34187 0.60408
H 2.49352 -1.02199 -4.39998
H -2.68309 -1.69224 1.79486
H -1.89223 -0.46940 0.79177
H -2.50141 -0.19777 3.76409
H -0.60126 3.05897 2.69087
H 1.41783 -1.36342 -0.81310
H -3.48710 -0.13640 1.48889
H -0.04056 -0.85670 -1.61297
H 1.77098 1.13441 -0.19877
H 0.89849 -1.59263 -3.88473
H -0.88655 -0.45939 3.06500
```

SMILES: C=NCC.CCCC
gap between HOMO and LUMO: 10.9 eV

=====

Version Q
Molecular formula: C7H17N
Method: DFT, ωB97M-V/def2-TZVPD

```
25
C7H17N, DFT ωB97M-V/def2-TZVPD
N 0.64475 0.48162 1.77875
C -0.25129 -0.48584 -2.31803
C -1.28029 -1.51271 -2.85657
C -1.03699 0.34710 -1.29752
C 1.11042 1.80182 1.57480
C -1.01144 -0.14399 0.17176
C 0.47792 -0.34673 0.53214
C 1.25225 -0.17064 2.90600
H 1.88164 -1.08171 2.71997
H 1.18786 -0.11693 -0.26132
H -1.79819 -2.11419 -2.08681
H -2.23696 -0.92443 -3.28542
H -1.45329 0.68673 0.77839
H 0.80503 -1.34021 0.81397
H 1.62671 1.87155 0.48115
H -0.52856 1.30078 -1.39877
H -1.65331 -0.99979 0.51113
H 0.52535 -0.36950 3.64826
H 0.45620 0.03388 -2.93477
H 0.18190 2.47464 1.42523
H 0.58225 -1.03355 -1.88601
H 1.70143 2.46116 2.26124
H -0.91626 -2.13159 -3.60254
H -2.18946 0.72362 -1.23892
H 1.92233 0.58891 3.56388
```

SMILES: CCCCCN(C)C
gap between HOMO and LUMO: 9.0 eV

=====

Preferred: version P; penalty for the next structure: 286.1 kJ/mol.

=====

Version P
Molecular formula: C3H9NO3
Method: DFT, ωB97M-V/def2-TZVPD

```
16
C3H9NO3, DFT ωB97M-V/def2-TZVPD
O -2.65921 -0.94166 -1.09366
O -3.54747 -2.32309 0.64375
O 1.64043 2.46394 0.56578
N 1.57116 -0.46755 0.20364
C 0.62866 0.51983 -0.24618
C 0.60281 1.90758 0.08608
C 2.95840 -0.19607 0.04128
H -3.23890 -1.46617 -0.16122
H 3.59598 -0.72804 0.84619
H -0.34242 2.47518 -0.11649
H -4.26168 -3.04184 0.45883
H 2.97791 0.95502 0.06468
H -2.95970 -0.14589 -1.49275
H 3.42941 -0.55364 -0.92496
H 1.16971 -1.30088 0.72233
H 0.02241 0.09764 -1.03607
```

gap between HOMO and LUMO: 3.1 eV

=====

Version Q
Molecular formula: C3H9NO3
Method: DFT, ωB97M-V/def2-TZVPD

```
16
C3H9NO3, DFT ωB97M-V/def2-TZVPD
O -0.99412 -0.98079 -1.57951
O 0.34370 1.53595 0.73358
O 1.46136 -1.42489 0.84134
N 0.93668 -1.10468 -0.42053
C -0.36275 -1.16941 -0.41327
C 0.35234 2.55854 -0.24143
C -1.26720 -1.47683 0.73100
H 1.37303 2.92292 -0.38557
H -0.04207 2.17275 -1.18643
H -1.37137 -2.56075 0.82556
H -2.25153 -1.03372 0.55873
H -0.86586 -1.06727 1.66044
H 0.88941 0.75247 0.40368
H 2.39265 -1.63434 0.64275
H -0.27649 3.38618 0.09828
H -0.31777 -0.87613 -2.26861
```

SMILES: C/C(O)=N\O.CO
gap between HOMO and LUMO: 10.0 eV

=====

Version R
Molecular formula: C3H9NO3
Method: DFT, ωB97M-V/def2-TZVPD

```
16
C3H9NO3, DFT ωB97M-V/def2-TZVPD
O -1.26858 -0.07098 -1.47191
O -1.46181 -1.89306 2.06042
O 0.08311 -1.85892 -1.71795
N 1.01258 1.54188 -0.55174
C -0.17552 -0.53597 -1.40153
C 1.10231 0.12157 -0.87179
C 0.43634 1.90923 0.75973
H 1.40439 -0.45313 0.00499
H 0.67204 2.21804 -1.21944
H -2.02995 -2.11607 2.89028
H -0.82247 -2.21769 -1.75052
H 1.73136 -0.04467 -1.78779
H -0.62263 1.60251 0.81461
H 0.62068 2.98261 1.10745
H -1.59817 -2.65137 1.49803
H 0.91631 1.46602 1.63715
```

SMILES: CNCC(=O)O.O
gap between HOMO and LUMO: 9.2 eV

=====

Preferred: version R; penalty for the next structure: 137.1 kJ/mol.

=====

Version P
Molecular formula: C3H9NO3
Method: DFT, ωB97M-V/def2-TZVPD

```
16
C3H9NO3, DFT ωB97M-V/def2-TZVPD
O 1.56967 -0.99497 -0.37926
O 2.24347 1.93237 -0.41470
O 0.47457 -2.83377 0.28327
N -0.47363 -0.89370 0.65924
C 0.60346 -1.48685 0.12988
C -0.92288 0.48060 0.70170
C -1.48175 0.98368 -0.62946
H 2.41706 1.33248 -1.14797
H -0.13879 1.16967 1.01247
H 2.08804 1.26125 0.26755
H -2.49604 0.62269 -0.82248
H -1.07798 -1.53761 1.12247
H -0.90473 0.56956 -1.46078
H 1.29400 -3.17880 -0.02195
H -1.70662 0.51003 1.45369
H -1.48783 2.06338 -0.75367
```

SMILES: CCNC(=O)O.O
gap between HOMO and LUMO: 10.9 eV

=====

Version Q
Molecular formula: C3H9NO3
Method: DFT, ωB97M-V/def2-TZVPD

```
16
C3H9NO3, DFT ωB97M-V/def2-TZVPD
O -0.91399 -0.14467 -3.88521
O -1.10900 -0.59568 -0.97972
O -0.41290 1.42944 1.59351
N 0.83257 -0.68702 0.22478
C 0.83982 0.99696 2.13812
C -0.49728 -0.92887 0.00627
C 1.39407 -0.29815 1.49726
H -0.95657 -1.47877 0.84487
H 2.46828 -0.26112 1.35523
H 1.08996 -1.05194 2.23332
H -0.69674 -0.30029 -2.96722
H -0.31552 1.58430 0.66668
H -1.88434 -0.08007 -3.83479
H 0.60918 0.84487 3.18754
H 1.54534 1.81846 2.00173
H 1.24340 -0.31589 -0.62604
```

SMILES: O=CNCCO.O
gap between HOMO and LUMO: 10.8 eV

=====

Preferred: version P; penalty for the next structure: 115.4 kJ/mol.

=====

Version P
Molecular formula: C2H5NP2
Method: DFT, ωB97M-V/def2-TZVPD

```
10
C2H5NP2, DFT ωB97M-V/def2-TZVPD
P 0.14172 1.62038 -0.91307
P 2.22457 0.93187 0.64527
N -0.56652 0.43044 -0.34937
C 3.63763 0.87312 1.51100
C -1.81011 -0.14898 -0.35372
H 4.60930 1.21388 1.27540
H -2.80094 0.44250 -0.66556
H -1.86114 -1.11651 -0.93750
H -1.75765 -0.63231 0.61724
H 1.46820 0.15980 1.58389
```

gap between HOMO and LUMO (alpha / beta): 7.0 / 6.1 eV

=====

Version Q
Molecular formula: C2H5NP2
Method: DFT, ωB97M-V/def2-TZVPD

```
10
C2H5NP2, DFT ωB97M-V/def2-TZVPD
P 0.34352 -1.71622 0.76993
P 0.19125 1.62611 0.51916
N -3.01264 0.10753 -0.16926
C -0.49779 -0.18611 -0.06283
C -1.89224 -0.08929 -0.06111
H 1.59661 -1.40008 0.10105
H -0.34972 -0.16150 -1.64933
H -0.06764 1.69786 1.91524
H 1.57911 1.26682 0.73618
H 0.21383 -2.59989 -0.19440
```

gap between HOMO and LUMO: 9.7 eV

=====

Preferred: version Q; penalty for the next structure: 205.6 kJ/mol.